Entry 1:
{
  "formula": "C4H8FNS",
  "method": "ωB97M-V/def2-TZVPD",
  "elements": ["C", "C", "C", "C", "H", "H", "H", "H", "H", "H", "H", "H", "N", "F", "S"],
  "coordinates": [[-0.36034, 0.11743, 0.11565], [-0.11163, 0.95757, 1.25646], [0.23925, -1.29090, 0.22789], [0.23814, 0.34686, -1.13667], [-2.31066, -0.81160, -0.78084], [1.00746, 1.15557, 1.19891], [-0.29413, 0.49996, 2.28666], [-0.36353, -2.31104, -0.01135], [1.18012, -1.38931, 1.00679], [2.22281, -0.72521, -0.92632], [-0.44711, 0.49611, -2.00449], [0.80782, 1.37582, -0.94481], [1.12985, -0.83708, -1.20133], [-0.77035, 2.10909, 1.03283], [-2.16770, 0.30673, -0.11939]],
  "lowdin_charge": [-0.870, -0.317, -0.060, -0.343, -0.141, 0.146, 0.156, 0.140, 0.144, 0.133, 0.107, 0.155, -0.031, -0.058, 0.839],
  "max_force_ev_per_a": 6.78,
  "orbital_gap_ev": 9.7650,
  "e_above_lowest_kcal_mol": 72.2,
  "total_energy_ev": -19316.655,
  "charge": 0,
  "mol_weight_g_mol": 121.2
}



Entry 2:
{
  "formula": "C4H8FO5PS3",
  "method": "ωB97M-V/def2-TZVPD",
  "elements": ["O", "S", "O", "C", "C", "P", "S", "C", "S", "O", "O", "F", "C", "O", "H", "H", "H", "H", "H", "H", "H", "H"],
  "coordinates": [[4.07411, -0.04658, -0.11512], [2.85852, 0.35428, 0.53188], [2.03076, 1.06434, -0.68918], [0.72326, 1.58362, -0.44733], [-0.27411, 0.66053, 0.27351], [-1.89611, 1.55353, 0.12803], [-2.96884, 1.13048, -1.41734], [-0.30506, -0.75720, -0.33283], [-1.33529, -1.94299, 0.58405], [-0.53030, -2.74563, 1.43378], [-2.31999, -2.49828, -0.26963], [-2.11177, -0.96516, 1.56455], [1.10220, -1.37296, -0.43614], [1.89554, -0.95644, 0.67312], [0.34580, 1.82054, -1.44442], [0.80943, 2.51758, 0.11262], [-0.03017, 0.59119, 1.33622], [-2.47862, 1.40315, 1.39287], [-1.44626, 2.88478, 0.20586], [-0.76808, -0.73483, -1.32238], [1.05782, -2.45855, -0.38580], [1.56714, -1.08539, -1.37636]],
  "lowdin_charge": [-0.361, 0.952, -0.334, -0.260, -0.458, 0.375, 0.202, -0.317, 0.652, -0.230, -0.235, -0.191, -0.201, -0.327, 0.133, 0.118, 0.123, -0.012, -0.006, 0.110, 0.132, 0.135],
  "max_force_ev_per_a": 0.25,
  "orbital_gap_ev": 9.8013,
  "e_above_lowest_kcal_mol": 7.8,
  "total_energy_ev": -59025.917,
  "charge": 0,
  "mol_weight_g_mol": 282.3
}



Entry 3:
{
  "formula": "C4H8FeO3",
  "method": "ωB97M-V/def2-TZVPD",
  "elements": ["C", "H", "H", "H", "O", "C", "H", "H", "O", "C", "C", "O", "Fe", "H", "H", "H"],
  "coordinates": [[0.38648, -2.38270, 0.72453], [-0.50604, -2.46230, 1.35947], [0.98099, -3.27207, 1.00383], [0.47597, -2.48992, -0.37474], [1.26512, -1.21379, 1.27550], [1.98168, -0.44905, 0.28841], [2.60643, 0.27594, 0.84213], [2.59454, -1.12308, -0.34883], [-0.79982, 1.99184, -0.08216], [-1.95802, 1.66560, -0.31922], [-2.27982, 0.25504, -0.69913], [-1.15113, -0.47834, -0.95072], [0.46188, 0.49604, -0.74078], [-2.78880, 2.34894, -0.06520], [-2.97019, 0.32421, -1.56959], [-2.90590, -0.14282, 0.13143]],
  "lowdin_spin": [0.003, 0.000, 0.000, 0.001, 0.015, 0.052, 0.017, 0.016, 0.057, 0.006, 0.017, 0.114, 3.701, 0.000, 0.002, 0.000],
  "max_force_ev_per_a": 3.93,
  "orbital_gap_ev": [7.6059, 7.5824],
  "multiplicity": 5,
  "total_energy_ev": -44803.730,
  "charge": 0,
  "mol_weight_g_mol": 159.9
}



Entry 4:
{
  "formula": "C4H8I2O2",
  "method": "ωB97M-V/def2-TZVPD",
  "elements": ["C", "C", "C", "C", "O", "O", "I", "I", "H", "H", "H", "H", "H", "H", "H", "H"],
  "coordinates": [[-1.28099, 1.09764, -0.84224], [0.32192, -0.37397, 1.59487], [-0.23902, -0.09372, -0.93867], [0.85370, 0.09050, 0.21299], [-0.28092, -1.69051, 1.45675], [0.36805, 0.10234, -2.13796], [1.81305, 2.01615, 0.22087], [2.42235, -1.48586, -0.08696], [-0.99413, 2.11256, -1.12517], [-1.78324, 0.99886, 0.12495], [-1.89365, 0.86092, -1.73112], [1.15417, -0.40387, 2.27533], [-0.25507, 0.43582, 1.96281], [-0.75794, -1.06321, -0.91194], [-0.25503, -1.93442, 2.39715], [0.80676, -0.66925, -2.47167]],
  "lowdin_charge": [-0.061, -0.427, -0.553, -1.086, -0.124, -0.101, 0.865, 0.804, 0.054, 0.080, 0.085, 0.074, 0.087, 0.145, 0.097, 0.060],
  "max_force_ev_per_a": 3.04,
  "orbital_gap_ev": 9.0147,
  "e_above_lowest_kcal_mol": 3.7,
  "total_energy_ev": -24572.688,
  "charge": 0,
  "mol_weight_g_mol": 341.9
}



Entry 5:
{
  "formula": "C4H8IN2O",
  "method": "ωB97M-V/def2-TZVPD",
  "elements": ["C", "C", "C", "C", "N", "N", "O", "I", "H", "H", "H", "H", "H", "H", "H", "H"],
  "coordinates": [[0.84643, 0.39915, 1.05763], [-0.01947, 0.44412, -2.13098], [0.58977, 0.71483, 2.50962], [-1.68339, -1.37639, -1.63952], [0.19577, 0.81334, 0.08742], [-0.81720, -0.40899, -2.15535], [1.90593, -0.47816, 0.87485], [1.42009, 1.44387, -3.02807], [0.95036, -0.16295, 3.08589], [-0.48186, 1.00422, 2.50247], [1.11849, 1.57297, 2.95281], [-1.85344, -1.22029, -0.57921], [-1.30266, -2.35844, -1.60147], [-2.59320, -1.25980, -2.25429], [-0.47891, 1.58979, 0.32658], [2.20330, -0.71727, -0.00839]],
  "lowdin_charge": [-0.475, -0.698, 0.014, -0.029, 0.100, 0.013, 0.067, 1.146, 0.106, 0.096, 0.101, 0.102, 0.095, 0.124, 0.130, 0.107],
  "max_force_ev_per_a": 3.45,
  "orbital_gap_ev": 9.8129,
  "e_above_lowest_kcal_mol": 34.2,
  "total_energy_ev": -17397.151,
  "charge": 1,
  "mol_weight_g_mol": 227.0
}



Entry 6:
{
  "formula": "C4H8INS",
  "method": "ωB97M-V/def2-TZVPD",
  "elements": ["C", "C", "C", "C", "N", "S", "I", "H", "H", "H", "H", "H", "H", "H", "H"],
  "coordinates": [[1.53700, 0.48296, 2.18604], [0.51670, -1.12308, -1.03839], [-1.50432, 1.49793, 0.16576], [0.92816, -0.02052, -0.12952], [1.09254, -0.29693, 1.18669], [1.51579, -0.02602, 3.74264], [2.05890, 1.53918, -0.98233], [1.91817, 1.45731, 1.90491], [1.38352, -1.70024, -1.38007], [0.01693, -0.72780, -1.92204], [-0.16715, -1.79882, -0.52637], [-1.01581, 2.29140, 0.68556], [-2.04580, 0.76091, 0.72106], [-1.71679, 1.61280, -0.87642], [0.71867, -1.19004, 1.50539]],
  "lowdin_charge": [-0.768, -0.161, 0.061, -0.812, -0.122, 0.590, 0.880, 0.016, 0.079, 0.069, 0.080, -0.018, -0.010, -0.014, 0.131],
  "max_force_ev_per_a": 1.24,
  "orbital_gap_ev": [8.1106, 7.1338],
  "e_above_lowest_kcal_mol": 71.4,
  "total_energy_ev": -24700.199,
  "charge": 0,
  "mol_weight_g_mol": 229.1
}



Entry 7:
{
  "formula": "C4H8IO3",
  "method": "ωB97M-V/def2-TZVPD",
  "elements": ["I", "C", "C", "O", "C", "O", "O", "C", "H", "H", "H", "H", "H", "H", "H", "H"],
  "coordinates": [[-19.90160, -5.10204, -7.38086], [-24.41650, -3.30318, -14.15062], [-24.83865, -4.65656, -13.66736], [-23.80518, -5.52491, -13.18960], [-23.48021, -5.36196, -11.90057], [-24.06317, -4.64806, -11.12206], [-22.41965, -6.08409, -11.62996], [-21.88620, -6.10310, -10.29144], [-24.44525, -2.51378, -13.39795], [-25.08964, -3.01625, -14.95783], [-23.39311, -3.36222, -14.52568], [-25.21277, -5.20675, -14.54059], [-25.67819, -4.70938, -12.97153], [-21.50799, -5.15600, -9.92070], [-21.03444, -6.77359, -10.38568], [-22.60383, -6.58141, -9.62750]],
  "lowdin_charge": [-0.757, -0.069, -0.244, 0.024, -0.626, 0.121, -0.005, -0.086, 0.078, 0.071, 0.086, 0.117, 0.123, -0.002, 0.076, 0.091],
  "max_force_ev_per_a": 2.01,
  "orbital_gap_ev": 6.3547,
  "e_above_lowest_kcal_mol": 1.5,
  "total_energy_ev": -18523.505,
  "charge": -1,
  "mol_weight_g_mol": 231.0
}



Entry 8:
{
  "formula": "C4H8IOP",
  "method": "ωB97M-V/def2-TZVPD",
  "elements": ["C", "C", "C", "C", "O", "P", "I", "H", "H", "H", "H", "H", "H", "H", "H"],
  "coordinates": [[-1.01035, -0.73828, -0.68494], [-1.14637, 0.04400, 0.71251], [0.23919, 0.00024, -1.32092], [0.26853, 0.01942, 1.42425], [1.44315, 2.16463, -0.19389], [1.28249, 0.70794, 0.01514], [3.32891, -0.51088, 0.09701], [-0.85079, -1.81101, -0.62955], [-1.90565, -0.49974, -1.21957], [-1.52486, 1.08456, 0.58029], [-2.01222, -0.30482, 1.34723], [0.89530, -0.57663, -1.96477], [-0.06367, 0.78493, -1.88040], [0.37781, 0.71059, 2.26332], [0.67855, -1.07496, 1.45430]],
  "lowdin_spin": [0.010, 0.016, 0.038, 0.054, 0.305, 0.320, 1.228, 0.000, 0.002, 0.002, 0.007, 0.003, 0.002, 0.000, 0.012],
  "max_force_ev_per_a": 5.59,
  "orbital_gap_ev": [5.6567, 5.7777],
  "multiplicity": 3,
  "total_energy_ev": -23710.573,
  "charge": 0,
  "mol_weight_g_mol": 230.0
}